(1)
The following is a quantum chemistry calculation of C9H34F6O8P as an isolated structure at a distorted geometry, from the Open Molecules 2025 dataset.

```
! wB97M-V def2-TZVPD RIJCOSX def2/J DEFGRID3
* xyz -1 1
P 0.10416 0.96632 0.15208
F 0.43281 0.39466 -1.30813
F -1.43451 1.16145 -0.19811
F -0.12357 -0.54574 0.59115
F -0.23483 1.43099 1.62048
F 1.69149 0.82997 0.51004
F 0.41290 2.35944 -0.33961
O 2.65256 1.80354 1.75465
H 2.66181 2.74417 1.93171
H 1.84828 1.66116 1.25559
O 1.07445 -0.13030 2.31192
H 0.42592 0.02098 1.62435
H 0.55852 -0.21783 3.11340
O 2.81067 -0.41664 -1.04311
H 1.94326 -0.01586 -1.09956
H 2.93663 -0.83702 -1.89379
O 2.94840 -0.41088 1.14332
H 3.70250 -0.85778 0.75882
H 2.26104 -0.48736 0.48157
O -0.27453 4.06247 -1.10464
H -0.66961 3.42809 -0.50656
H -0.35535 3.65978 -1.96924
C -2.67443 -0.61304 1.62345
C -2.40793 -0.03169 3.03163
C -2.54288 -1.18814 4.00294
O -1.18736 0.67470 2.91456
H -2.56078 0.11091 0.81655
H -3.70652 -0.95078 1.52957
H -1.86641 -1.31832 1.42912
H -3.12024 0.77573 3.20133
H -2.30291 -0.84616 5.00970
H -1.89890 -2.06038 3.89066
H -3.54873 -1.57610 3.84222
H -1.24120 1.35760 2.24200
C -3.32545 -2.65015 -1.10906
C -2.36522 -2.09690 -0.18257
C -1.85591 -3.15919 0.75304
O -1.25424 -1.46524 -0.86946
H -3.95151 -3.33810 -0.54084
H -2.77732 -3.17114 -1.89405
H -3.85503 -1.83496 -1.60212
H -2.90000 -1.34221 0.39409
H -1.28689 -3.92249 0.22231
H -2.68839 -3.65147 1.25577
H -1.19945 -2.64043 1.45165
H -0.60101 -0.93611 -0.40587
C 1.47507 1.64502 -2.49811
C 2.47174 1.11530 -3.53931
C 3.94419 1.51834 -3.47681
O 2.27960 -0.22794 -3.69199
H 1.18217 2.69104 -2.58851
H 1.95718 1.48753 -1.53331
H 0.49463 1.17667 -2.41154
H 2.13361 1.62190 -4.44326
H 4.05615 2.55193 -3.14932
H 4.46538 1.27125 -4.40169
H 4.44405 0.98685 -2.66701
H 2.84195 -0.56745 -4.39205
*
```

Molecular weight (g mol⁻¹): 415.325
Frontier orbital gap (eV): 7.7
LUMO energy (Ha): 0.10306

---

(2)
The following is a quantum chemistry calculation of a 8-piece molecular cluster, C9H34N6O8 overall at a distorted geometry, from the Open Molecules 2025 dataset.

```
! wB97M-V def2-TZVPD RIJCOSX def2/J DEFGRID3
* xyz 0 1
N -4.26042 3.43244 1.89719
C -3.74742 2.64444 0.98919
N -2.96642 3.31244 0.14819
O -3.83142 1.28344 0.93819
H -4.73942 3.05444 2.69019
H -4.03042 4.42844 1.87019
H -2.57442 2.67344 -0.60781
H -2.99742 4.30944 -0.14881
N 4.82758 -1.80056 -0.34481
C 3.62358 -2.40056 -0.37381
N 2.67558 -1.72456 -0.90381
O 3.48358 -3.69756 -0.05381
H 5.54458 -2.40656 0.09419
H 5.05958 -0.89256 -0.84781
H 1.79158 -2.20056 -1.02581
H 2.65258 -0.67856 -0.87281
N -2.87442 -0.21956 -3.13181
C -1.88742 -0.09156 -4.02781
N -0.72642 -0.25456 -3.49981
O -2.09042 0.32644 -5.30981
H -3.82442 0.00344 -3.52281
H -2.76242 -0.56156 -2.20781
H 0.03358 -0.06656 -4.15081
H -0.56742 -0.30556 -2.49481
C 1.89258 -1.33856 2.79419
C 1.66558 0.03244 3.40619
O 2.72158 0.48844 4.17819
H 2.79158 -1.48756 2.17119
H 1.09458 -1.56656 2.11119
H 1.88558 -2.16356 3.52419
H 0.83458 0.00144 4.02219
H 1.47858 0.66444 2.59619
H 3.51558 0.31844 3.62619
C 0.93958 -3.59956 -2.86681
O 0.12958 -2.76356 -2.10381
H 0.36958 -4.51856 -3.07581
H 1.85458 -3.72156 -2.36781
H 1.12058 -3.13556 -3.82881
H -0.53342 -2.46156 -2.73281
C -0.94742 2.39444 2.78819
O -0.63842 3.25544 1.76419
H -1.80142 2.61444 3.42319
H -0.14842 2.37444 3.47119
H -1.04042 1.27444 2.55719
H -1.40642 3.30344 1.17419
C -1.66342 -0.94556 0.14819
O -2.93042 -0.97656 -0.46181
H -1.60842 0.05344 0.64819
H -0.90142 -0.98556 -0.60481
H -1.47542 -1.67656 0.93219
H -3.54342 -0.37556 0.03919
C 1.43558 1.07744 -0.28781
O 2.86158 0.96244 -0.39181
H 1.03158 0.30444 0.36319
H 0.86758 0.93844 -1.22381
H 1.19758 1.95044 0.23619
H 3.13858 1.54044 -1.13181
*
```

Molecular weight (g mol⁻¹): 354.405
Frontier orbital gap (eV): 8.7
LUMO energy (Ha): -0.00758
SMILES string: NC(N)=O.NC(N)=O.NC(N)=O.CCO.CO.CO.CO.CO

---

(3)
The following is a quantum chemistry calculation of C9H36CaN15O12 as an isolated structure at a distorted geometry, from the Open Molecules 2025 dataset.

```
! wB97M-V def2-TZVPD RIJCOSX def2/J DEFGRID3
* xyz 2 2
Ca 2.81488 -0.70943 -3.03601
N 0.69885 -0.67379 -0.13705
O 1.25012 -1.43469 0.64009
O -0.31933 -0.11828 0.26001
O 1.12380 -0.51455 -1.29543
C -1.90703 2.04723 -2.28753
O -0.75388 2.05759 -1.58122
H -2.66106 2.19277 -1.51401
H -1.95088 2.85640 -3.01650
H -2.12579 1.05197 -2.67447
H -0.68007 1.21852 -1.12066
C -3.78250 1.41348 1.54402
O -3.63145 2.66633 0.93497
H -4.56018 0.83121 1.04976
H -2.92484 0.75115 1.42632
H -4.04337 1.52226 2.59673
H -2.78788 3.11451 1.03044
C -1.37490 0.10351 3.73626
O -0.81136 1.12135 3.41975
N -1.50217 -0.92304 2.96846
N -1.96137 -0.05462 4.86306
H -0.94381 -0.72326 2.15090
H -1.95765 -1.79528 3.19614
H -2.31832 -0.94499 5.17918
H -1.90109 0.80423 5.39113
C 3.24791 2.15295 -1.20991
O 3.30639 1.33928 -2.09472
N 2.26426 3.03956 -1.11259
N 4.26900 2.36257 -0.44518
H 2.19036 3.64543 -0.30788
H 1.53271 2.90788 -1.79641
H 5.05322 1.73626 -0.55841
H 4.30591 2.99075 0.34484
C -3.63382 -1.86260 -0.71487
O -3.87697 -2.22442 0.44313
N -2.65399 -1.12633 -1.09447
N -4.39735 -2.05270 -1.78758
H -1.97742 -0.75929 -0.44054
H -2.64356 -0.85048 -2.06602
H -3.99666 -1.72225 -2.65381
H -5.35189 -2.36618 -1.68415
C 3.14659 -3.91576 -1.84963
O 3.25629 -3.11968 -2.77010
N 2.39987 -3.83700 -0.75553
N 3.93604 -4.92594 -1.70615
H 1.73922 -3.07650 -0.68289
H 2.42785 -4.63510 -0.13719
H 4.72103 -4.95846 -2.34084
H 4.01033 -5.41180 -0.82381
C 0.31765 -2.81493 -4.09058
O 0.72374 -1.67293 -3.94145
N -0.91273 -3.20435 -3.73347
N 0.98698 -3.69546 -4.71637
H -1.42796 -2.45916 -3.28701
H -1.24890 -4.15617 -3.76700
H 1.91615 -3.42628 -5.00670
H 0.68711 -4.65810 -4.77551
C -0.67312 4.38104 1.59457
O -0.61730 5.44684 1.05817
N -0.79673 3.18143 1.07097
N -0.58333 4.29848 2.82996
H -0.73084 3.15188 0.06355
H -0.77629 2.31969 1.59736
H -0.60048 3.43366 3.35142
H -0.36824 5.14778 3.33246
C 2.79721 0.99066 3.14735
O 3.47511 1.72385 3.84521
N 2.09791 1.44267 2.14890
N 2.69201 -0.28486 3.30372
H 2.15051 2.41183 1.86948
H 1.46273 0.78912 1.71357
H 3.12094 -0.67913 4.12876
H 2.04383 -0.85831 2.78303
*
```

Molecular weight (g mol⁻¹): 586.558
<S²>: 0.754
Frontier orbital gap (alpha / beta) (eV): 8.3 / 3.3
LUMO energy (alpha / beta) (Ha): -0.20304 / -0.38687

---

> The highest molecular weight belongs to which entry?

C9H36CaN15O12

---

> What is the molecular weight in the second record?

354.405 g mol⁻¹

---

> Which formula does entry 2 have?

C9H34N6O8